Record 1
C13H16NO2PdS3Sb | ωB97M-V/def2-TZVPD

Element x y z (Å)
Pd 0.50 -0.85 -0.06
C -2.77 -0.34 -1.72
C -2.11 -0.62 -0.40
C -1.76 -1.93 -0.02
C -1.14 -2.20 1.20
C -0.84 -3.62 1.61
C -0.83 -1.12 2.05
C -1.17 0.19 1.71
C -0.85 1.33 2.64
C -1.81 0.42 0.48
H -3.77 0.06 -1.57
H -2.84 -1.24 -2.32
H -2.19 0.40 -2.28
H -1.99 -2.75 -0.70
H -1.67 -4.02 2.19
H 0.05 -3.67 2.24
H -0.70 -4.26 0.74
H -0.33 -1.32 2.99
H -0.96 2.29 2.14
H 0.18 1.25 3.00
H -1.52 1.31 3.50
H -2.06 1.44 0.20
S 4.18 -1.31 -2.63
Sb 2.57 -2.82 -1.82
S 2.57 -1.96 0.49
S 0.61 -1.51 -2.43
O 2.12 1.67 1.45
C 1.96 1.89 0.27
C 2.29 3.17 -0.47
C 1.83 2.91 -1.90
C 1.32 1.48 -1.85
O 0.94 0.85 -2.85
N 1.38 0.98 -0.60
H 3.37 3.34 -0.40
H 1.80 4.01 0.01
H 2.62 2.97 -2.65
H 1.02 3.56 -2.24

Spin multiplicity: 6
Relative energy (zero: lowest compared OMol25 entry of this formula, charge and spin), kcal per mole: 13.6
Frontier orbital gap (alpha / beta), Eh: 0.3116 / 0.2262
LUMO level (alpha / beta), eV: -3.277 / -6.371
Total charge: +1
⟨S²⟩: 8.781

Record 2
C3H9OPS2 | ωB97M-V/def2-TZVPD

Element x y z (Å)
C -0.70 1.70 0.51
C -1.54 -0.54 -0.11
C -0.66 0.53 -0.47
O 2.18 -0.33 -1.44
P 1.41 -0.40 0.02
S 2.44 0.49 1.33
S 1.13 -2.54 0.26
H -0.11 2.57 0.18
H -1.64 2.06 0.60
H -0.16 1.38 1.46
H -1.32 -0.96 0.83
H -1.51 -1.35 -0.69
H -2.43 -0.01 -0.13
H -0.60 0.94 -1.45
H 1.48 -0.55 -2.07
H 2.05 -3.01 1.17

Relative energy (zero: lowest compared OMol25 entry of this formula, charge and spin), kcal per mole: 61.5
Frontier orbital gap, Eh: 0.3220
LUMO level, eV: 0.077

Record 3
C8H8N4O2S | ωB97M-V/def2-TZVPD

Element x y z (Å)
C 3.26 0.76 -1.15
N 1.85 0.93 -1.30
C 0.84 0.04 -1.15
N -0.30 0.66 -1.40
N 0.02 1.90 -1.70
N 1.27 2.09 -1.65
S 1.04 -1.60 -0.66
C -0.67 -2.17 -0.82
C -1.77 -1.19 -0.42
O -2.78 -1.13 -1.08
C -1.59 -0.46 0.83
C -2.38 0.51 1.38
C -1.75 0.90 2.58
C -0.62 0.15 2.67
O -0.51 -0.68 1.62
H 0.16 0.10 3.40
H -2.08 1.65 3.27
H -3.30 0.88 0.97
H -0.73 -3.05 -0.18
H -0.84 -2.47 -1.86
H 3.46 -0.26 -0.83
H 3.64 1.47 -0.41
H 3.76 0.96 -2.11

Relative energy (zero: lowest compared OMol25 entry of this formula, charge and spin), kcal per mole: 8.9
Frontier orbital gap, Eh: 0.3404
Structure (SMILES): Cn1nnnc1SCC(=O)c1ccco1
LUMO level, eV: 0.293

Record 4
C43H37N2PPdSSi | ωB97M-V/def2-TZVPD

Element x y z (Å)
Pd -0.44 0.78 -0.45
C 1.61 -1.65 -4.76
C 1.82 -2.58 -3.75
C 0.99 -2.60 -2.63
C -0.06 -1.68 -2.52
C -0.26 -0.75 -3.54
C 0.56 -0.74 -4.66
P -1.17 -1.59 -1.07
C -2.54 -2.68 -1.51
C -3.73 -2.55 -0.80
C -4.80 -3.38 -1.08
C -4.69 -4.34 -2.07
C -3.51 -4.47 -2.79
C -2.43 -3.64 -2.52
C -0.19 -2.43 0.24
C -0.59 -3.59 0.88
C 0.11 -4.03 2.01
C 1.15 -3.29 2.53
C 1.56 -2.08 1.92
C 2.58 -1.28 2.61
C 2.64 0.06 2.75
C 1.68 0.99 2.18
C 1.25 0.87 0.92
C 0.90 -1.73 0.75
H 2.26 -1.64 -5.62
H 2.63 -3.30 -3.83
H 1.14 -3.34 -1.86
H -1.08 -0.04 -3.47
H 0.39 -0.03 -5.45
H -3.82 -1.79 -0.02
H -5.73 -3.28 -0.52
H -5.53 -4.99 -2.30
H -3.43 -5.21 -3.57
H -1.52 -3.74 -3.09
H -1.44 -4.15 0.51
H -0.19 -4.95 2.50
H 1.64 -3.60 3.44
H 3.28 -1.87 3.20
H 3.39 0.46 3.42
H 1.31 1.78 2.81
C -1.43 2.41 5.39
C -1.49 1.25 4.61
C -1.28 1.32 3.25
C -1.01 2.56 2.64
C -0.94 3.71 3.43
C -1.16 3.63 4.80
Si -0.82 2.75 0.82
C 0.02 4.26 0.21
C 1.39 4.47 0.41
C 1.98 5.65 -0.01
C 1.22 6.64 -0.62
C -0.14 6.45 -0.81
C -0.74 5.27 -0.40
C -2.24 2.16 -0.23
C -3.33 1.46 0.33
C -4.39 1.07 -0.46
C -4.38 1.34 -1.83
C -3.31 2.00 -2.41
C -2.25 2.42 -1.61
H -1.60 2.35 6.45
H -1.70 0.30 5.08
H -1.32 0.42 2.65
H -0.71 4.67 2.98
H -1.11 4.53 5.40
H 1.99 3.71 0.88
H 3.04 5.80 0.14
H 1.69 7.56 -0.94
H -0.74 7.22 -1.28
H -1.81 5.14 -0.55
H -3.35 1.25 1.40
H -5.24 0.57 -0.02
H -5.22 1.03 -2.44
H -3.31 2.21 -3.47
H -1.43 2.97 -2.06
S 1.53 -0.35 -0.20
C 3.77 -1.40 -0.09
N 4.09 -2.69 -0.10
C 5.54 -2.95 -0.07
C 6.11 -1.53 0.06
N 4.89 -0.71 -0.01
H 3.41 -3.43 -0.15
H 5.86 -3.45 -0.99
H 5.80 -3.59 0.77
H 6.80 -1.28 -0.75
H 6.63 -1.37 1.00
H 4.92 0.30 -0.01

Relative energy (zero: lowest compared OMol25 entry of this formula, charge and spin), kcal per mole: 74.4
Frontier orbital gap (alpha / beta), Eh: 0.2461 / 0.2462
LUMO level (alpha / beta), eV: -6.538 / -6.537
Total charge: +2

Record 5
C54H49N4OP2PdSSi | ωB97M-V/def2-TZVPD

Element x y z (Å)
Pd 0.80 -0.06 0.06
C 3.11 0.95 -2.34
Si 2.84 -0.39 -1.11
C 2.68 -2.01 -1.97
C 3.81 -2.44 -2.68
C 3.78 -3.60 -3.45
C 2.61 -4.35 -3.53
C 1.48 -3.95 -2.83
C 1.52 -2.79 -2.05
P 0.03 -2.29 -1.11
C -1.16 -3.61 -1.51
C -1.03 -4.89 -0.95
C -1.96 -5.87 -1.25
C -3.01 -5.60 -2.12
C -3.14 -4.33 -2.68
C -2.22 -3.34 -2.37
C -1.32 -1.49 0.10
C -1.84 -0.26 -0.14
C -2.74 0.40 0.86
C -3.57 -0.58 1.72
C -2.90 -1.92 1.89
C -1.85 -2.32 1.19
C 4.13 -0.46 0.23
C 5.48 -0.55 -0.13
C 6.46 -0.78 0.83
C 6.10 -0.95 2.16
C 4.77 -0.84 2.54
C 3.80 -0.58 1.58
P 2.07 -0.38 2.07
C 2.02 0.89 3.35
C 0.89 1.08 4.16
C 0.88 2.08 5.11
C 1.98 2.92 5.27
C 3.10 2.74 4.47
C 3.12 1.74 3.52
C 1.53 -1.98 2.69
C 0.94 -2.21 3.93
C 0.56 -3.49 4.30
C 0.76 -4.56 3.43
C 1.37 -4.35 2.20
C 1.75 -3.07 1.83
H 3.70 0.55 -3.16
H 3.65 1.80 -1.92
H 2.17 1.31 -2.76
H 4.72 -1.86 -2.66
H 4.66 -3.91 -3.99
H 2.57 -5.24 -4.13
H 0.58 -4.54 -2.92
H -0.20 -5.11 -0.29
H -1.85 -6.86 -0.82
H -3.72 -6.37 -2.36
H -3.95 -4.12 -3.36
H -2.33 -2.35 -2.81
H -1.60 0.29 -1.05
H -3.36 1.16 0.40
H -4.55 -0.75 1.24
H -3.37 -2.63 2.58
H -1.44 -3.31 1.33
H 5.79 -0.43 -1.16
H 7.50 -0.84 0.54
H 6.86 -1.15 2.91
H 4.50 -0.95 3.59
H 0.02 0.45 4.03
H 0.00 2.22 5.74
H 1.96 3.69 6.03
H 3.96 3.39 4.60
H 4.01 1.61 2.92
H 0.83 -1.40 4.64
H 0.14 -3.67 5.28
H 0.48 -5.56 3.73
H 1.58 -5.18 1.54
H 2.27 -2.92 0.89
N 1.45 7.39 0.43
C 1.42 6.26 0.28
C 1.36 4.83 0.10
C 0.27 4.24 -0.54
C 0.24 2.87 -0.65
N 1.21 2.08 -0.18
C 2.27 2.65 0.40
C 2.39 4.02 0.57
H -0.53 4.85 -0.94
H -0.59 2.39 -1.15
H 3.06 2.00 0.73
H 3.26 4.44 1.04
C -5.28 -1.87 6.07
C -3.94 -1.23 6.41
C -3.63 -0.01 5.56
N -3.39 -0.42 4.16
C -3.91 0.06 3.05
S -1.37 1.16 1.77
N -4.78 1.06 3.07
C -5.19 1.87 1.88
O -4.55 2.85 1.66
C -6.39 1.40 1.18
C -6.82 2.14 0.08
C -7.95 1.74 -0.61
C -8.65 0.61 -0.19
C -8.23 -0.12 0.91
C -7.10 0.28 1.60
H -5.47 -2.74 6.70
H -5.32 -2.21 5.03
H -6.10 -1.17 6.23
H -3.13 -1.96 6.30
H -3.92 -0.92 7.45
H -2.75 0.52 5.91
H -4.47 0.68 5.60
H -2.73 -1.18 4.04
H -4.91 1.55 3.94
H -6.28 3.03 -0.22
H -8.30 2.31 -1.46
H -9.54 0.30 -0.73
H -8.79 -0.99 1.24
H -6.79 -0.27 2.49

Spin multiplicity: 5
Relative energy (zero: lowest compared OMol25 entry of this formula, charge and spin), kcal per mole: 17.3
Frontier orbital gap (alpha / beta), Eh: 0.2428 / 0.2121
LUMO level (alpha / beta), eV: -7.832 / -10.240
Total charge: +3
⟨S²⟩: 6.041

Record 6
C11H12AsN7OReS8 | ωB97M-V/def2-TZVPD

Element x y z (Å)
Re 0.00 0.43 -1.34
O 4.54 -4.47 -1.93
C 3.94 -3.47 -2.12
S 3.21 -2.48 -0.79
C 2.59 -1.28 -1.88
C 2.81 -1.41 -3.20
S 2.43 0.13 -3.93
S 3.66 -2.78 -3.78
S 2.18 0.45 -1.78
S -2.97 4.88 -2.89
As -1.54 6.28 -2.82
S -0.61 2.51 -1.39
S -0.14 3.22 -3.31
S 0.45 5.13 -2.94
N -5.30 -1.63 -3.77
C -4.19 -1.82 -3.52
N -2.91 -2.08 -3.27
C -2.05 -1.35 -2.81
N -1.11 -0.72 -2.41
C -1.53 0.15 1.18
N -1.67 -0.05 2.60
C -1.03 1.06 3.31
N 0.40 1.14 2.99
C 0.55 1.37 1.58
N -0.07 0.24 0.76
C 0.60 -1.05 1.23
N 0.44 -1.25 2.65
C -1.00 -1.30 2.97
C 1.04 -0.12 3.36
H -2.01 1.09 0.89
H -1.98 -0.68 0.63
H -1.14 0.91 4.38
H -1.52 1.99 3.04
H 1.61 1.42 1.31
H 0.05 2.29 1.29
H 1.66 -0.95 0.99
H 0.16 -1.87 0.67
H -1.11 -1.46 4.04
H -1.46 -2.14 2.44
H 2.10 -0.07 3.13
H 0.93 -0.28 4.43

Relative energy (zero: lowest compared OMol25 entry of this formula, charge and spin), kcal per mole: 15.6
Frontier orbital gap, Eh: 0.2513
LUMO level, eV: -4.744
Total charge: +1

Record 7
C8H17N2 | ωB97M-V/def2-TZVPD

Element x y z (Å)
C 0.02 0.72 -0.31
C -0.10 2.12 -0.76
C 2.48 -0.01 1.53
C 3.47 -0.61 -0.73
C -3.01 -0.86 -0.24
C -2.93 1.05 1.27
C 2.29 -0.10 0.05
C -2.11 0.06 0.43
N 1.15 0.11 -0.52
N -0.85 -0.01 0.18
H -0.13 2.86 0.02
H -1.04 2.11 -1.27
H 0.62 2.37 -1.50
H 1.53 0.50 1.90
H 2.62 -1.17 1.84
H 3.34 0.54 1.94
H 3.15 -0.67 -1.82
H 3.72 -1.62 -0.29
H 4.32 -0.01 -0.57
H -2.34 -1.22 -1.11
H -3.51 -1.80 0.10
H -3.74 -0.19 -0.70
H -2.58 1.26 2.31
H -3.98 0.97 1.33
H -2.84 2.08 0.79
H 0.18 -6.12 -1.21
H 1.00 -6.15 -1.47

Relative energy (zero: lowest compared OMol25 entry of this formula, charge and spin), kcal per mole: 98.2
Frontier orbital gap, Eh: 0.3388
LUMO level, eV: -4.486
Total charge: +1

- Among the records above, which one has the highest relative energy (zero: lowest compared OMol25 entry of this formula, charge and spin)?
  C8H17N2

- relative energy (zero: lowest compared OMol25 entry of this formula, charge and spin) of number 3 (C8H8N4O2S)?
  8.9 kcal per mole

- relative energy (zero: lowest compared OMol25 entry of this formula, charge and spin) of number 1 (C13H16NO2PdS3Sb)?
  13.6 kcal per mole

- The highest relative energy (zero: lowest compared OMol25 entry of this formula, charge and spin) belongs to which entry?
  C8H17N2